(1)
Density functional theory data (ωB97M-V/def2-TZVPD) for the molecule C4H4O3.

Geometry as XYZ:
```
11
Properties=species:S:1:pos:R:3:forces:R:3:mulliken_charge:R:1
O -0.290036 -0.384096 0.564773 0.0 0.7 0.2 -0.160
O -2.235338 1.954553 1.146110 0.2 -0.4 0.3 -0.450
O 1.915863 -0.905648 0.464360 -0.7 0.0 -0.5 -0.421
C -1.369035 1.340582 1.737943 -0.2 0.3 -0.3 0.196
C 0.920710 -0.737940 -0.157527 0.8 -0.1 0.1 0.803
C -0.190497 0.836599 1.009275 -0.1 -0.3 0.0 -0.295
C 0.681332 -0.831332 -1.635500 0.0 0.1 0.1 -0.873
H 0.305988 -1.836680 -1.870345 0.1 0.2 0.0 0.282
H -1.298426 1.315536 2.851719 -0.1 -0.1 -0.2 0.299
H 1.623634 -0.659053 -2.166045 -0.2 -0.1 0.2 0.303
H -0.064196 -0.092521 -1.944762 0.1 -0.2 0.1 0.317
```
Forces are in eV/Å.

Values from the calculation:
Kohn-Sham gap, eV: 9.221
Charge: 0
HOMO level, hartree: -0.3377

(2)
Density functional theory data (ωB97M-V/def2-TZVPD) for the molecule C4H4O3 at a distorted geometry.

Geometry as XYZ:
```
11
Properties=species:S:1:pos:R:3:forces:R:3:mulliken_charge:R:1
O -0.525731 -0.284598 -1.710697 0.1 3.1 1.8 -0.469
O 1.564758 0.711471 1.154336 -0.8 -0.2 0.0 -0.502
O -0.068812 -2.219012 0.394939 -0.2 -0.4 -1.1 -0.454
C 0.620831 -1.375557 -0.093637 1.2 1.6 4.9 0.109
C 0.567726 0.167765 0.770094 1.0 -2.6 -1.4 0.374
C -0.442259 0.709715 -0.953799 -1.2 -1.9 -2.2 0.077
C -0.816385 0.649644 0.534592 0.0 0.7 -0.7 -0.426
H -1.566391 -0.120522 0.707059 0.2 0.0 0.0 0.254
H 1.633289 -1.484871 -0.494915 -0.1 -0.4 -1.1 0.382
H -1.044160 1.623481 0.966608 0.0 -0.1 -0.1 0.314
H 0.077134 1.622483 -1.274580 -0.2 0.1 -0.2 0.341
```
Forces are in eV/Å.

Values from the calculation:
Kohn-Sham gap, eV: 8.351
Charge: 0
HOMO level, hartree: -0.3335

(3)
Density functional theory data (ωB97M-V/def2-TZVPD) for the molecule C4H4O3.

Geometry as XYZ:
```
11
Properties=species:S:1:pos:R:3:forces:R:3:mulliken_charge:R:1
O 1.779882 0.670951 1.308891 -0.3 -0.2 -0.3 -0.519
O -1.117993 0.003681 0.506094 0.3 0.3 -0.1 -0.131
O -3.356389 -0.268985 0.406452 0.5 0.4 0.0 -0.379
C -2.442437 0.474297 0.318271 -0.8 -0.3 0.0 0.321
C 1.624095 -0.720360 -0.661886 0.1 0.0 0.0 -1.030
C -0.209362 0.880400 0.136469 -0.1 -0.3 0.1 -0.613
C 1.137808 0.278578 0.355772 0.3 0.1 0.2 1.038
H 1.206826 -1.704391 -0.416958 0.0 0.1 0.0 0.279
H -2.430437 1.550048 0.087958 0.0 -0.1 0.0 0.369
H 1.286698 -0.458631 -1.669838 0.0 0.0 0.1 0.350
H 2.713829 -0.778615 -0.634554 -0.1 0.0 0.0 0.316
```
Forces are in eV/Å.

Values from the calculation:
Kohn-Sham gap, eV: 9.096
Charge: 0
HOMO level, hartree: -0.3509

> Which value of charge does entry 1 give?

0

Repeat the first record exactly.
Density functional theory data (ωB97M-V/def2-TZVPD) for the molecule C4H4O3.

Geometry as XYZ:
```
11
Properties=species:S:1:pos:R:3:forces:R:3:mulliken_charge:R:1
O -0.290036 -0.384096 0.564773 0.0 0.7 0.2 -0.160
O -2.235338 1.954553 1.146110 0.2 -0.4 0.3 -0.450
O 1.915863 -0.905648 0.464360 -0.7 0.0 -0.5 -0.421
C -1.369035 1.340582 1.737943 -0.2 0.3 -0.3 0.196
C 0.920710 -0.737940 -0.157527 0.8 -0.1 0.1 0.803
C -0.190497 0.836599 1.009275 -0.1 -0.3 0.0 -0.295
C 0.681332 -0.831332 -1.635500 0.0 0.1 0.1 -0.873
H 0.305988 -1.836680 -1.870345 0.1 0.2 0.0 0.282
H -1.298426 1.315536 2.851719 -0.1 -0.1 -0.2 0.299
H 1.623634 -0.659053 -2.166045 -0.2 -0.1 0.2 0.303
H -0.064196 -0.092521 -1.944762 0.1 -0.2 0.1 0.317
```
Forces are in eV/Å.

Values from the calculation:
Kohn-Sham gap, eV: 9.221
Charge: 0
HOMO level, hartree: -0.3377

> Look up the charge of the second one.

0